Here is an isolated ion of composition C4H3O2S and charge -1 in a non-equilibrium geometry from the OMol25 dataset. Energies are from wB97M-V/def2-TZVPD.

```
! wB97M-V def2-TZVPD RIJCOSX def2/J DEFGRID3
* xyz -1 1
C 1.32 -0.12 -0.08
C -1.22 1.15 0.02
C 0.37 -1.07 0.33
C -0.16 0.07 -0.53
O -1.51 1.97 -0.81
O -1.51 0.96 1.20
S 2.84 0.38 0.14
H 0.16 -2.08 -0.14
H 0.06 -0.91 1.31
H -0.34 -0.35 -1.44
*
```

Summary:
- E_HOMO (eV) = -4.36
- Kohn-Sham gap (eV) = 7.7083
- SMILES = O=C([O-])[C@@H]1CC1=S
- LUMO level (eV) = 3.349
- relative energy (zero: lowest compared OMol25 entry of this formula, charge and spin) (eV) = 0.969

Here are the Mulliken charges for atoms 1 to 4, given in e: C -0.118; C 0.501; C -0.355; C -0.189